Run P
The following is a DFT calculation (ωB97M-V/def2-TZVPD) of the molecule C3H7N3O.

Structure (XYZ):
```
14
C3H7N3O, DFT ωB97M-V/def2-TZVPD
C 0.836 1.463 0.105
N -0.120 0.643 0.811
C -1.156 -0.017 0.057
N -2.438 -0.071 0.632
O -3.366 -0.025 -0.157
N -0.104 -0.754 0.712
C 0.867 -1.445 -0.101
H 0.482 2.491 0.175
H 0.973 1.205 -0.951
H 1.791 1.382 0.622
H -1.122 0.062 -1.043
H 0.998 -1.038 -1.110
H 0.537 -2.479 -0.177
H 1.822 -1.417 0.424
```

Results
**Spin multiplicity**: 1
**HOMO level**: -8.88 eV
**LUMO level**: -0.0113 Ha
**Orbital gap**: 0.3150 Eh

Mulliken population analysis, charges in e, atoms 1 to 5: C -0.747; N -0.320; C 0.281; N -0.115; O -0.281


Run Q
The following is a DFT calculation (ωB97M-V/def2-TZVPD) of the molecule C3H7N3O.

Structure (XYZ):
```
14
C3H7N3O, DFT ωB97M-V/def2-TZVPD
H -4.141 -0.015 -0.529
N -3.330 0.016 0.085
C -2.289 -0.173 -0.618
N -1.052 -0.209 0.011
C 0.208 0.023 -0.545
O 0.386 0.281 -1.721
N 1.220 -0.108 0.376
C 2.603 0.172 0.043
H -2.319 -0.386 -1.682
H -1.139 -0.336 1.008
H 0.983 -0.110 1.355
H 2.764 -0.059 -1.010
H 3.258 -0.464 0.647
H 2.875 1.221 0.214
```

Results
**Spin multiplicity**: 1
**HOMO level**: -9.63 eV
**LUMO level**: 0.0296 Ha
**Orbital gap**: 0.3836 Eh

Mulliken population analysis, charges in e, atoms 1 to 5: H 0.261; N -0.652; C 0.027; N -0.234; C 0.584


Run R
The following is a DFT calculation (ωB97M-V/def2-TZVPD) of the molecule C3H7N3O.

Structure (XYZ):
```
14
C3H7N3O, DFT ωB97M-V/def2-TZVPD
C 1.549 0.980 -0.976
N 0.619 0.120 -1.023
C 0.286 -0.408 0.301
N 0.554 -1.796 0.532
C -1.182 -0.073 0.608
N -1.681 1.007 -0.052
O -1.784 -0.676 1.481
H 2.146 1.126 -0.070
H 1.765 1.621 -1.820
H 0.831 0.207 1.035
H -0.205 -2.272 0.992
H 1.036 -2.318 -0.183
H -1.282 1.256 -0.944
H -2.652 1.226 0.117
```

Results
**Spin multiplicity**: 1
**HOMO level**: -9.04 eV
**LUMO level**: 0.0307 Ha
**Orbital gap**: 0.3629 Eh

Mulliken population analysis, charges in e, atoms 1 to 5: C -0.220; N -0.594; C 0.588; N -0.494; C 0.146


Run S
The following is a DFT calculation (ωB97M-V/def2-TZVPD) of a cluster of 4 separate species, C3H7N3O in total.

Structure (XYZ):
```
14
C3H7N3O, DFT ωB97M-V/def2-TZVPD
C -2.672 -0.246 0.171
C -0.369 0.245 -0.358
C 3.211 -0.197 0.051
H -3.246 -0.648 1.620
H -2.687 1.255 -0.150
H -3.285 -1.015 -0.963
H -0.047 2.114 -0.035
H 0.702 -1.252 -0.416
H 3.487 -1.331 0.100
H 4.144 0.413 0.530
N -0.855 1.465 -0.117
N 0.868 -0.290 -0.430
N 2.021 0.318 0.081
O -1.273 -0.831 -0.083
```

Results
**Spin multiplicity**: 1
**HOMO level**: -9.51 eV
**LUMO level**: 0.0154 Ha
**Orbital gap**: 0.3649 Eh

Mulliken population analysis, charges in e, atoms 1 to 5: C -0.602; C 0.516; C -0.249; H 0.219; H 0.341


Stability ranking, top entry: run Q; the second entry is 0.0328 hartree less favorable.


Run P
The following is a DFT calculation (ωB97M-V/def2-TZVPD) of a cluster of 2 separate species, C3H7N3O in total.

Structure (XYZ):
```
14
C3H7N3O, DFT ωB97M-V/def2-TZVPD
H -0.708 -0.178 -1.351
N 0.320 -0.300 -1.265
C 0.621 0.388 -0.212
C 1.996 0.554 0.325
O -0.308 1.060 0.528
N -1.561 1.190 -0.221
H 2.146 1.606 0.589
H 2.125 -0.069 1.212
H 2.733 0.279 -0.434
H -1.321 1.976 -0.832
H -2.159 1.603 0.499
C -1.265 -2.705 0.378
N -2.390 -2.644 0.652
H -0.229 -2.761 0.133
```

Results
**Spin multiplicity**: 1
**HOMO level**: -10.04 eV
**LUMO level**: 0.0282 Ha
**Orbital gap**: 0.3971 Eh

Mulliken population analysis, charges in e, atoms 1 to 5: H 0.427; N -0.704; C 0.681; C -1.047; O -0.201


Run Q
The following is a DFT calculation (ωB97M-V/def2-TZVPD) of the molecule C3H7N3O.

Structure (XYZ):
```
14
C3H7N3O, DFT ωB97M-V/def2-TZVPD
C 1.276 1.188 -0.443
N 1.216 -0.198 -0.156
C 0.114 -0.805 0.070
N 0.180 -2.155 0.313
C -1.267 -0.255 0.219
N -1.544 1.065 -0.084
O -2.102 -0.965 0.716
H 2.263 1.608 -0.241
H 0.614 1.813 0.193
H 0.947 1.362 -1.481
H -0.573 -2.573 0.856
H 1.130 -2.405 0.581
H -1.136 1.587 -0.838
H -2.455 1.378 0.227
```

Results
**Spin multiplicity**: 1
**HOMO level**: -9.07 eV
**LUMO level**: 0.0273 Ha
**Orbital gap**: 0.3606 Eh

Mulliken population analysis, charges in e, atoms 1 to 5: C -0.989; N -0.547; C 0.403; N -0.477; C 0.653


Run R
The following is a DFT calculation (ωB97M-V/def2-TZVPD) of a structure of composition C3H7N3O.

Structure (XYZ):
```
14
C3H7N3O, DFT ωB97M-V/def2-TZVPD
C 2.624 0.174 0.238
N 1.238 -0.103 0.558
C 0.268 0.110 -0.387
O 0.495 0.406 -1.539
N -1.032 -0.095 0.121
C -2.159 0.211 -0.569
N -3.261 -0.247 0.081
H 2.771 -0.031 -0.822
H 3.276 -0.477 0.827
H 2.894 1.221 0.428
H 0.975 -0.085 1.532
H -1.151 -0.509 1.044
H -2.864 -0.690 -1.087
H -4.073 0.113 -0.425
```

Results
**Spin multiplicity**: 1
**HOMO level**: -8.80 eV
**LUMO level**: 0.0315 Ha
**Orbital gap**: 0.3550 Eh

Mulliken population analysis, charges in e, atoms 1 to 5: C -0.786; N -0.251; C 0.618; O -0.551; N -0.163


Run S
The following is a DFT calculation (ωB97M-V/def2-TZVPD) of the molecule C3H7N3O.

Structure (XYZ):
```
14
C3H7N3O, DFT ωB97M-V/def2-TZVPD
H 2.610 -1.579 1.454
N 2.146 -0.702 1.215
C 2.079 -0.553 -0.035
N 1.328 0.551 -0.574
C 0.013 0.043 -0.622
O -0.174 -1.114 -0.966
N -0.987 0.866 -0.201
C -2.281 0.269 0.060
H 2.434 -1.229 -0.812
H 1.426 1.381 0.003
H -0.786 1.800 0.120
H -2.202 -0.759 -0.295
H -3.078 0.786 -0.476
H -2.527 0.240 1.128
```

Results
**Spin multiplicity**: 1
**HOMO level**: -9.80 eV
**LUMO level**: 0.0352 Ha
**Orbital gap**: 0.3955 Eh

Mulliken population analysis, charges in e, atoms 1 to 5: H 0.257; N -0.613; C 0.010; N -0.445; C 0.711


Stability ranking, top entry: run Q; the second entry is 0.0042 hartree less favorable.


Run P
The following is a DFT calculation (ωB97M-V/def2-TZVPD) of the molecule C3H7N3O.

Structure (XYZ):
```
14
C3H7N3O, DFT ωB97M-V/def2-TZVPD
H 2.533 -1.038 0.018
N 1.647 -1.525 -0.020
C 0.632 -0.788 0.202
N -0.581 -1.354 -0.017
N -1.473 -0.340 -0.542
C -0.997 0.834 0.226
C 0.502 0.694 0.443
O 1.309 1.440 -0.527
H -0.583 -2.084 -0.681
H -2.439 -0.577 -0.246
H -1.427 0.873 1.261
H -1.273 1.802 -0.210
H 0.832 1.146 1.383
H 1.320 0.916 -1.291
```

Results
**Spin multiplicity**: 1
**HOMO level**: -8.64 eV
**LUMO level**: 0.0310 Ha
**Orbital gap**: 0.3485 Eh

Mulliken population analysis, charges in e, atoms 1 to 5: H 0.254; N -0.767; C 0.401; N -0.251; N -0.493


Run Q
The following is a DFT calculation (ωB97M-V/def2-TZVPD) of a structure of composition C3H7N3O.

Structure (XYZ):
```
14
C3H7N3O, DFT ωB97M-V/def2-TZVPD
C 0.273 -0.318 -2.098
N 0.039 0.940 -1.410
C -0.326 0.905 -0.194
N -1.120 1.683 0.536
C 0.114 -0.249 1.281
O -0.435 0.236 2.274
N 0.904 -1.324 1.555
H -0.577 -0.502 -2.772
H 0.365 -1.175 -1.409
H 1.174 -0.281 -2.719
H -1.083 1.282 1.524
H -1.880 2.165 0.077
H 1.409 -1.875 0.890
H 1.017 -1.587 2.536
```

Results
**Spin multiplicity**: 1
**HOMO level**: -8.48 eV
**LUMO level**: 0.0323 Ha
**Orbital gap**: 0.3439 Eh

Mulliken population analysis, charges in e, atoms 1 to 5: C -0.640; N -0.502; C 0.394; N -0.411; C 0.406


Run R
The following is a DFT calculation (ωB97M-V/def2-TZVPD) of the molecule C3H7N3O.

Structure (XYZ):
```
14
C3H7N3O, DFT ωB97M-V/def2-TZVPD
N -1.093 1.509 0.668
N 0.311 1.775 0.470
C 1.240 0.914 0.521
C 1.093 -0.655 0.528
N 0.648 -1.374 -0.720
C -0.667 -1.391 -1.060
O -1.398 -0.714 -0.368
H -1.605 2.486 0.897
H -1.372 0.832 0.114
H 2.243 1.390 0.406
H 1.808 -1.155 1.010
H 0.161 -0.843 1.201
H 1.433 -1.639 -1.478
H -0.545 -1.931 -2.061
```

Results
**Spin multiplicity**: 1
**HOMO level**: -8.32 eV
**LUMO level**: 0.0261 Ha
**Orbital gap**: 0.3320 Eh

Mulliken population analysis, charges in e, atoms 1 to 5: N -0.313; N -0.353; C 0.023; C -0.818; N -0.217


Stability ranking, top entry: run Q; the second entry is 0.0047 hartree less favorable.


Run P
The following is a DFT calculation (ωB97M-V/def2-TZVPD) of the molecule C3H7N3O.

Structure (XYZ):
```
14
C3H7N3O, DFT ωB97M-V/def2-TZVPD
C -1.991 0.572 1.064
N -0.623 0.258 0.393
C -0.815 -0.131 -0.926
N 0.068 -0.859 -1.673
C 1.465 -0.750 -1.217
N 1.802 -0.052 -0.156
O 3.195 -0.190 0.183
H -2.520 0.726 -0.126
H -2.705 -0.203 1.670
H -1.915 1.533 1.678
H 0.278 0.884 0.824
H -1.936 -0.323 -1.295
H 2.405 -1.233 -1.756
H 3.292 -0.234 1.335
```

Results
**Spin multiplicity**: 1
**HOMO level**: -8.73 eV
**LUMO level**: 0.0171 Ha
**Orbital gap**: 0.3379 Eh

Mulliken population analysis, charges in e, atoms 1 to 5: C -0.618; N -0.179; C 0.023; N -0.480; C -0.006


Run Q
The following is a DFT calculation (ωB97M-V/def2-TZVPD) of a structure of composition C3H7N3O.

Structure (XYZ):
```
14
C3H7N3O, DFT ωB97M-V/def2-TZVPD
C 1.721 0.946 -0.540
N 0.660 0.144 -0.472
C -0.038 -0.619 0.187
N 0.418 -1.785 0.597
C -1.424 -0.354 0.161
O -2.206 -1.163 0.603
N -1.749 0.970 -0.088
H 2.654 0.418 -0.757
H 1.440 1.398 0.689
H 1.650 1.660 -1.362
H -0.320 -2.340 0.994
H 1.391 -2.007 0.644
H -1.485 1.582 -0.848
H -2.712 1.147 0.192
```

Results
**Spin multiplicity**: 1
**HOMO level**: -7.89 eV
**LUMO level**: 0.0201 Ha
**Orbital gap**: 0.3100 Eh

Mulliken population analysis, charges in e, atoms 1 to 5: C -0.691; N -0.168; C 0.087; N -0.368; C 0.602


Run R
The following is a DFT calculation (ωB97M-V/def2-TZVPD) of the molecule C3H7N3O.

Structure (XYZ):
```
14
C3H7N3O, DFT ωB97M-V/def2-TZVPD
C 1.426 1.090 -0.425
N 1.359 -0.141 0.109
C 0.267 -0.875 0.064
N 0.357 -2.258 0.320
C -1.057 -0.355 -0.050
N -1.118 1.159 -0.005
O -2.118 -0.931 0.124
H 2.379 1.596 -0.304
H 0.968 1.270 -1.401
H -0.420 -2.593 0.880
H 1.248 -2.453 0.765
H -0.052 1.536 0.154
H -1.394 1.555 -0.905
H -1.845 1.402 0.674
```

Results
**Spin multiplicity**: 1
**HOMO level (spin up / spin down)**: -6.96 / -6.96 eV
**LUMO level (spin up / spin down)**: 0.0109 / 0.0110 Ha
**Orbital gap (spin up / spin down)**: 0.2666 / 0.2667 Eh

Mulliken population analysis, charges in e, atoms 1 to 5: C -0.893; N -0.512; C 0.297; N -0.538; C 0.416


Run S
The following is a DFT calculation (ωB97M-V/def2-TZVPD) of a structure of composition C3H7N3O.

Structure (XYZ):
```
14
C3H7N3O, DFT ωB97M-V/def2-TZVPD
C -0.653 -1.598 0.882
C 0.422 0.809 0.540
C -0.377 -0.487 -0.103
N 1.308 1.262 -0.320
O -0.042 0.789 -2.339
N -0.730 -0.596 -1.272
N -0.008 1.282 1.640
H 0.178 0.264 -3.119
H 1.869 2.006 0.083
H 0.798 1.139 -1.591
H -0.615 0.700 2.203
H 0.283 -1.888 1.360
H -1.335 -1.226 1.648
H -1.099 -2.457 0.387
```

Results
**Spin multiplicity**: 1
**HOMO level (spin up / spin down)**: -8.66 / -8.66 eV
**LUMO level (spin up / spin down)**: -0.0370 / -0.0370 Ha
**Orbital gap (spin up / spin down)**: 0.2814 / 0.2814 Eh

Mulliken population analysis, charges in e, atoms 1 to 5: C -1.164; C 0.423; C 0.864; N -0.636; O -0.600


Stability ranking, top entry: run R; the second entry is 0.0065 hartree less favorable.


Run P
The following is a DFT calculation (ωB97M-V/def2-TZVPD) of the molecule C3H7N3O.

Structure (XYZ):
```
14
C3H7N3O, DFT ωB97M-V/def2-TZVPD
N -1.544 0.355 -1.343
C -0.254 0.731 -1.639
O 0.092 1.332 -2.630
N 0.663 0.406 -0.605
N 0.268 -0.657 0.268
C -0.210 -0.148 1.558
C 1.137 -0.698 1.420
H -1.631 -0.521 -0.806
H -2.176 0.483 -2.126
H 1.590 0.261 -1.003
H -0.318 0.928 1.637
H -0.966 -0.749 2.032
H 2.018 -0.038 1.415
H 1.330 -1.684 1.822
```

Results
**Spin multiplicity**: 1
**HOMO level**: -9.02 eV
**LUMO level**: 0.0372 Ha
**Orbital gap**: 0.3686 Eh

Mulliken population analysis, charges in e, atoms 1 to 5: N -0.392; C 0.332; O -0.609; N -0.128; N -0.293


Run Q
The following is a DFT calculation (ωB97M-V/def2-TZVPD) of the molecule C3H7N3O.

Structure (XYZ):
```
14
C3H7N3O, DFT ωB97M-V/def2-TZVPD
O 1.145 -1.048 1.258
N -0.265 -0.948 0.715
C -0.247 -1.419 -0.642
N -0.339 -0.566 -1.622
N 0.119 0.696 -1.475
C 0.372 1.162 -0.132
C -0.526 0.416 0.839
H 1.004 -1.821 1.914
H -0.297 -2.421 -1.007
H -0.313 1.435 -2.097
H -0.059 2.227 -0.199
H 1.478 1.093 0.106
H -0.519 0.648 1.903
H -1.555 0.546 0.440
```

Results
**Spin multiplicity**: 1
**HOMO level**: -8.36 eV
**LUMO level**: 0.0293 Ha
**Orbital gap**: 0.3366 Eh

Mulliken population analysis, charges in e, atoms 1 to 5: O -0.461; N -0.168; C -0.122; N -0.603; N 0.033


Run R
The following is a DFT calculation (ωB97M-V/def2-TZVPD) of a cluster of 2 separate species, C3H7N3O in total.

Structure (XYZ):
```
14
C3H7N3O, DFT ωB97M-V/def2-TZVPD
C -0.184 1.355 -2.286
C 1.534 -1.196 -0.148
C -1.586 -0.021 1.117
N 0.128 0.949 -0.134
N 0.360 -1.128 0.611
N -0.261 -0.073 0.481
O 0.733 1.921 -2.656
H 1.865 -2.218 -0.331
H 1.589 -0.595 -1.024
H 2.302 -0.857 0.420
H -2.303 -0.643 0.713
H -1.709 -0.284 2.153
H -2.046 1.003 1.192
H -0.423 1.786 -0.109
```

Results
**Spin multiplicity**: 1
**HOMO level**: -8.53 eV
**LUMO level**: 0.0308 Ha
**Orbital gap**: 0.3443 Eh

Mulliken population analysis, charges in e, atoms 1 to 5: C 0.119; C -0.722; C -0.907; N -1.089; N -0.762


Stability ranking, top entry: run P; the second entry is 0.0953 hartree less favorable.